The following is a quantum chemistry calculation of a 16-piece molecular cluster, C42H119N3O31 overall in a non-equilibrium geometry, from the Open Molecules 2025 dataset.

The geometry in XYZ format:
```
195
Properties=species:S:1:pos:R:3:lowdin_charge:R:1
C -6.96141 -2.03172 5.50582 -0.02
O -6.09252 -1.06155 6.31045 -0.22
C -5.89752 -1.38133 7.72800 -0.23
C -4.87906 -0.53209 8.45842 -0.18
N -3.65070 -0.61449 7.59937 -0.06
C -2.79971 -1.81761 8.00798 -0.16
C -1.73053 -1.93065 6.89452 -0.24
O -2.25485 -2.37457 5.66614 -0.18
C -2.66038 -1.39238 4.70273 -0.08
H -6.36845 -2.93425 5.35769 0.08
H -7.35565 -1.65942 4.56027 0.07
H -7.86678 -2.26240 6.06723 0.07
H -5.70474 -2.42933 7.95742 0.11
H -6.85921 -1.16131 8.19151 0.11
H -4.58969 -0.57797 9.50830 0.12
H -5.17355 0.50614 8.30528 0.10
H -4.00143 -0.79195 6.66900 0.04
H -3.34090 -2.76373 7.99924 0.11
H -2.39862 -1.60405 8.99875 0.11
H -0.85588 -2.44594 7.29148 0.10
H -1.29951 -0.95496 6.67010 0.11
H -1.78654 -1.05600 4.14473 0.07
H -2.93223 -0.45864 5.19500 0.07
H -3.54029 -1.70230 4.13899 0.09
C 2.22059 4.46046 -9.92896 -0.14
O 2.26968 4.72397 -8.55925 -0.20
C 3.58112 5.23296 -8.21101 -0.20
C 3.45399 5.83193 -6.74305 -0.20
N 3.07993 4.87565 -5.70602 -0.05
C 4.21220 3.99999 -5.32930 -0.18
C 4.03895 3.37660 -3.90689 -0.23
O 2.84800 2.62054 -3.90119 -0.19
C 1.76040 3.27416 -3.17140 -0.07
H 2.32676 5.34919 -10.55104 0.08
H 1.20770 4.10895 -10.12544 0.09
H 3.00677 3.80293 -10.30000 0.09
H 3.69878 6.16959 -8.75598 0.11
H 4.44977 4.60213 -8.39971 0.12
H 2.68208 6.59624 -6.83295 0.11
H 4.38660 6.39294 -6.68307 0.11
H 2.31366 4.29709 -6.01938 0.10
H 5.13265 4.58381 -5.32439 0.11
H 4.31054 3.22105 -6.08539 0.11
H 4.06822 4.09879 -3.09099 0.09
H 4.94650 2.80789 -3.70433 0.11
H 0.78314 2.88022 -3.45047 0.06
H 1.75459 4.34085 -3.39553 0.08
H 1.86880 3.02747 -2.11523 0.07
C 2.36382 -0.64937 1.93533 -0.05
O 1.23887 -0.96488 1.07445 -0.21
C 0.01303 -1.25341 1.74085 -0.16
C -0.97824 -1.56147 0.52654 -0.21
N -1.23853 -0.37733 -0.19304 -0.03
C -1.27524 -0.81428 -1.65589 -0.13
C -1.30960 0.48267 -2.45908 -0.21
O -2.23270 0.36300 -3.47420 -0.28
C -3.67060 0.20541 -3.15636 0.01
H 2.94854 -0.05201 1.23578 0.08
H 2.84341 -1.59491 2.18842 0.09
H 2.19404 0.07478 2.73213 0.08
H -0.34559 -0.38632 2.29550 0.11
H 0.06616 -2.11794 2.40257 0.11
H -1.89809 -1.84912 1.03569 0.10
H -0.67251 -2.42372 -0.06604 0.10
H -0.41218 0.18370 -0.04305 0.08
H -1.97516 -1.61543 -1.89330 0.12
H -0.30847 -1.12975 -2.04824 0.11
H -0.39937 0.68796 -3.02249 0.13
H -1.74444 1.27380 -1.84825 0.10
H -4.06072 1.22008 -3.23614 0.09
H -3.91347 -0.33722 -2.24276 0.07
H -3.92702 -0.37950 -4.03966 0.10
O 5.68743 0.03295 -0.87113 -0.05
H 5.14500 0.80986 -0.73545 -0.02
H 5.25419 -0.65375 -0.36421 -0.01
C 6.48357 -4.03181 1.61251 -0.24
C 7.45721 -2.88948 1.44499 -0.22
O 7.40805 -2.24567 0.13351 -0.06
O 5.11432 -3.73734 1.99046 -0.08
H 6.85854 -4.70467 2.38371 0.11
H 6.54767 -4.72269 0.77186 0.12
H 8.44264 -3.27345 1.70883 0.12
H 7.17259 -2.20104 2.24070 0.12
H 6.48582 -1.98081 0.10276 0.03
H 4.49281 -3.83275 1.26504 0.05
C 2.36988 2.29236 5.50439 -0.23
C 1.11769 2.46980 4.75041 -0.31
O 0.97363 3.72413 4.28392 -0.03
O 2.18298 1.17623 6.37692 -0.09
H 2.55232 3.14341 6.16053 0.13
H 3.26390 1.93767 4.99153 0.13
H 0.36125 2.28013 5.51193 0.13
H 1.26597 1.78022 3.91940 0.11
H 1.31411 3.68221 3.38730 0.04
H 1.48602 1.34525 7.01510 0.08
C 3.06924 -2.16411 -1.32634 -0.16
C 2.54658 -3.62979 -1.46515 -0.23
O 1.79882 -3.97146 -0.33089 -0.07
O 3.77846 -2.11401 -0.05412 -0.11
H 2.24529 -1.45751 -1.42601 0.11
H 3.74436 -1.97258 -2.16039 0.12
H 3.46217 -4.22101 -1.48116 0.12
H 2.02687 -3.86781 -2.39325 0.11
H 1.83509 -4.88830 -0.04858 0.05
H 3.04804 -2.21135 0.56120 0.02
C 5.45260 4.48745 0.51198 -0.24
C 5.12360 3.36361 -0.44839 -0.17
O 4.53196 2.19175 0.22398 -0.08
O 6.35800 4.20575 1.58039 -0.07
H 4.60243 4.78706 1.12481 0.10
H 5.85399 5.38777 0.04679 0.13
H 5.97456 3.15150 -1.09568 0.13
H 4.42451 3.92385 -1.06928 0.09
H 3.81744 2.45472 0.80870 0.04
H 5.90014 3.79295 2.31629 0.08
C 2.84698 -2.37333 5.83903 -0.25
C 1.47443 -2.77125 5.26906 -0.25
O 1.57188 -3.56756 4.10583 -0.06
O 3.68832 -3.45056 6.13081 -0.05
H 2.63391 -1.83071 6.76004 0.12
H 3.33917 -1.83947 5.02611 0.11
H 0.86934 -1.89083 5.05266 0.11
H 1.02079 -3.31296 6.09903 0.11
H 0.71564 -3.97743 3.96277 0.09
H 3.80232 -3.96187 5.32635 0.08
C -0.56741 -6.26344 -1.24372 -0.24
C 0.29775 -7.23834 -0.38104 -0.19
O 1.14598 -6.64210 0.62562 -0.09
O -1.28071 -5.47375 -0.36017 -0.07
H -1.29449 -6.82278 -1.83244 0.12
H 0.00887 -5.57654 -1.86352 0.11
H 1.03851 -7.65930 -1.06087 0.11
H -0.25903 -8.04061 0.10318 0.12
H 1.22572 -7.30389 1.31646 0.09
H -0.71357 -4.83830 0.08271 0.06
C -2.90248 4.80410 -2.33422 -0.22
C -3.29471 4.43936 -0.89479 -0.18
O -3.84075 3.07079 -0.81647 -0.10
O -2.08425 3.73941 -2.77740 -0.08
H -2.57183 5.81317 -2.58027 0.12
H -3.74513 4.80386 -3.02563 0.11
H -4.06892 5.14793 -0.60048 0.11
H -2.40858 4.52674 -0.26611 0.09
H -3.57496 2.64515 0.00194 0.00
H -2.55250 2.90777 -2.67388 0.04
C -4.98514 -3.58901 0.60563 -0.22
C -5.90735 -2.87401 -0.38493 -0.23
O -5.40805 -1.64343 -0.90232 -0.07
O -4.80648 -2.83978 1.79849 -0.08
H -4.00241 -3.79928 0.18358 0.11
H -5.40689 -4.56198 0.85773 0.12
H -6.88779 -2.75051 0.07504 0.11
H -6.19817 -3.49341 -1.23338 0.12
H -5.27605 -1.17075 -0.07724 0.03
H -4.55404 -1.91760 1.71219 0.03
C -1.20544 1.72265 -6.27448 -0.18
C -0.83352 1.93497 -7.78075 -0.29
O -2.01300 1.87945 -8.42453 -0.04
O -1.74143 0.36454 -6.01297 -0.11
H -1.84464 2.56669 -6.01539 0.11
H -0.35591 1.69263 -5.59222 0.10
H -0.12276 1.14035 -8.00764 0.12
H -0.37230 2.90709 -7.95503 0.11
H -2.25555 0.95907 -8.54971 0.10
H -2.03542 0.27553 -5.10344 0.00
C 1.51059 4.22016 0.89650 -0.16
C 0.07237 3.73637 1.07500 -0.28
O -0.42571 2.54175 0.68016 -0.03
O 2.45054 3.44271 1.65401 -0.10
H 1.66744 5.22844 1.27972 0.14
H 1.90032 4.32507 -0.11603 0.11
H -0.53091 4.46079 0.52785 0.11
H -0.22520 3.98622 2.09339 0.12
H -1.33750 2.43645 0.96151 0.06
H 2.14501 2.54002 1.53818 0.08
C -4.17710 1.91407 2.37300 -0.12
C -4.87519 1.09900 1.34949 -0.23
O -4.09370 -0.01273 0.97262 -0.08
O -3.30293 2.84750 1.64365 -0.13
H -3.40094 1.36846 2.90965 0.13
H -4.78594 2.58866 2.97495 0.14
H -5.39795 1.64308 0.56285 0.14
H -5.73787 0.61741 1.80987 0.13
H -3.26999 0.22296 0.53955 0.07
H -3.27722 3.68175 2.11794 0.11
C -1.92316 -3.53964 -5.32347 -0.20
C -2.94962 -4.00910 -4.34237 -0.23
O -2.65606 -5.38856 -4.12294 -0.08
O -1.89915 -4.49600 -6.44369 -0.08
H -0.92281 -3.53063 -4.89067 0.12
H -2.08997 -2.52809 -5.69366 0.11
H -4.02250 -3.89811 -4.49959 0.12
H -2.75372 -3.63188 -3.33867 0.10
H -1.87754 -5.51733 -4.66968 0.06
H -1.86001 -4.09291 -7.31408 0.08
```

The HOMO energy comes out at -8.57 eV. The frontier orbital gap is 0.3101 hartree. As for the multiplicity: 1. The charge is 0. As for the electronic energy: -4167.72054 Ha. For the LUMO energy, the calculation gives -0.132 eV.